# C19H26NO3

A gas-phase ion, C19H26NO3 (charge +1) in a non-equilibrium geometry (wB97M-V/def2-TZVPD, the Open Molecules 2025 dataset).

Summary:
LUMO energy   -2.07 eV
ΔE to the lowest compared entry with this formula, charge and spin   109.2 kJ/mol
SMILES string   COc1ccc([C@@H](c2ccc(C)cc2)[NH+](CCO)CCO)cc1

```
! RIJCOSX wB97M-V def2-TZVPD def2/J DEFGRID3
* xyz 1 1
O -1.634 2.584 2.658
O -0.443 4.277 0.422
O 4.870 -1.812 -1.347
N -0.078 1.524 0.842
C -2.614 0.117 -0.001
C -2.475 -2.292 -1.366
C 1.225 -0.008 -0.509
C -4.959 -2.657 -1.261
C 2.240 0.668 -1.216
C -1.340 -0.321 -0.380
C 2.685 -1.933 -0.261
C -1.469 1.160 2.842
C -0.123 0.662 -0.322
C -3.769 -0.645 -0.238
C 0.809 3.725 -0.007
C 3.467 0.073 -1.427
C 3.698 -1.247 -0.969
C -1.313 -1.555 -1.088
C 1.093 2.575 0.923
C 5.076 -3.225 -1.147
C -0.147 0.807 2.198
C -3.727 -1.858 -0.933
C 1.472 -1.300 -0.041
H -4.738 -3.726 -1.270
H 0.682 1.215 2.790
H -2.284 0.619 2.337
H -0.616 5.137 -0.011
H 1.028 2.909 1.977
H -0.227 1.347 -1.161
H 2.074 2.114 0.766
H 0.019 -0.266 2.075
H 0.750 3.397 -1.053
H 2.054 1.675 -1.593
H -5.747 -2.481 -0.531
H 6.108 -3.358 -1.466
H -5.383 -2.417 -2.244
H 1.607 4.474 0.093
H 4.400 -3.816 -1.778
H -2.753 1.091 0.460
H -2.392 -3.239 -1.905
H 4.957 -3.515 -0.096
H 0.666 -1.830 0.474
H -2.392 2.903 3.177
H -0.917 2.125 0.788
H 4.275 0.605 -1.927
H -0.369 -1.942 -1.456
H 2.840 -2.934 0.140
H -4.738 -0.299 0.134
H -1.448 0.894 3.908
*
```

Atomic partial charges in e from the natural (NBO) method, atoms 1 to 2: atom 1 (O): -0.7456, atom 2 (O): -0.7362

# C19H26NO4

A gas-phase ion, C19H26NO4 (charge +1) (wB97M-V/def2-TZVPD, the Open Molecules 2025 dataset).

Summary:
LUMO energy   -2.66 eV
ΔE to the lowest compared entry with this formula, charge and spin   58.1 kJ/mol
SMILES string   CCOc1cc(C[NH2+]Cc2cc(OC)cc(OC)c2)ccc1OC

```
! RIJCOSX wB97M-V def2-TZVPD def2/J DEFGRID3
* xyz 1 1
O -4.949 -0.501 0.514
O 3.460 2.703 0.096
O -4.621 2.025 0.344
O 5.244 -1.803 -0.106
N 0.183 -2.012 0.484
C 4.459 0.496 -0.048
C 6.512 -1.394 -0.576
C -5.329 -1.864 0.472
C -0.262 -1.356 -0.790
C 2.056 -0.497 0.944
C -5.591 -2.357 -0.947
C -2.297 1.798 -0.318
C 0.758 -1.049 1.468
C 3.415 1.367 0.252
C 2.207 0.861 0.741
C 4.303 -0.874 0.152
C -3.533 1.293 0.050
C -3.717 -0.117 0.130
C 4.652 3.311 -0.356
C -4.546 3.431 0.259
C -1.238 0.946 -0.597
C -2.650 -0.949 -0.155
C -1.405 -0.422 -0.518
C 3.096 -1.368 0.652
H 0.909 -2.708 0.274
H 0.033 -0.248 1.624
H -3.814 3.836 0.964
H -0.631 -2.481 0.897
H -4.300 3.758 -0.755
H -0.287 1.361 -0.893
H 0.919 -1.579 2.410
H 5.390 0.880 -0.426
H -4.584 -2.492 0.979
H 4.446 4.380 -0.372
H 1.417 1.556 0.974
H 5.484 3.115 0.326
H -6.254 -1.899 1.051
H 7.009 -0.735 0.141
H 7.091 -2.308 -0.686
H -2.145 2.862 -0.397
H -4.694 -2.299 -1.561
H -5.538 3.792 0.524
H 4.913 2.979 -1.365
H 0.591 -0.812 -1.198
H -6.360 -1.744 -1.409
H 3.027 -2.431 0.829
H 6.436 -0.896 -1.547
H -0.555 -2.146 -1.485
H -2.778 -2.021 -0.123
H -5.934 -3.387 -0.919
*
```

Atomic partial charges in e from the natural (NBO) method, atoms 1 to 2: atom 1 (O): -0.4812, atom 2 (O): -0.4945

# C19H27BFN5O5S

5 unconnected molecules or ions with the total composition C19H27BFN5O5S in a non-equilibrium geometry (wB97M-V/def2-TZVPD, the Open Molecules 2025 dataset).

Summary:
LUMO energy   -0.11 eV
ΔE to the lowest compared entry with this formula, charge and spin   29.5 kJ/mol
SMILES string   O=CCN(CB(O)O)S(=O)(=O)F.c1cc[nH]c1.c1cc[nH]c1.c1cc[nH]c1.c1cc[nH]c1

```
! RIJCOSX wB97M-V def2-TZVPD def2/J DEFGRID3
* xyz 0 1
S -1.149 -3.152 -1.225
F -0.991 -1.823 -0.422
O 0.117 -3.364 -1.831
O 0.254 -0.981 -3.931
O -1.620 -4.147 -0.330
O -0.896 -2.585 -5.242
O -3.901 -1.746 0.098
N 2.558 3.939 0.903
N -2.460 -1.017 4.199
N 2.523 -1.385 -1.281
N -2.296 -2.934 -2.390
N -0.937 3.517 0.455
C 4.616 4.176 1.679
C 3.302 4.054 2.045
C 3.309 0.679 -1.390
C -4.180 -1.893 -1.058
C 2.966 -1.069 -0.026
C -0.421 1.363 0.462
C -3.679 -3.080 -1.893
C 3.381 3.980 -0.188
C -1.414 -2.565 3.014
C -2.110 -1.661 -3.141
C -1.176 1.654 1.629
C -0.774 -2.447 4.279
C -1.482 2.989 1.596
C 3.460 0.207 -0.060
C 2.732 -0.328 -2.123
C -1.443 -1.486 4.988
C -0.289 2.530 -0.243
C 4.667 4.127 0.259
C -2.450 -1.670 2.994
B -0.853 -1.737 -4.169
H -3.014 -1.526 -3.741
H 2.983 3.897 -1.184
H 0.208 2.743 -1.175
H -0.015 0.406 0.180
H 2.886 -1.776 0.783
H -3.827 -4.023 -1.377
H 5.546 4.189 -0.360
H -2.040 -0.785 -2.485
H 0.070 -0.342 -3.235
H -1.456 0.956 2.400
H 0.078 -3.005 4.628
H 2.446 -0.380 -3.160
H -1.001 4.478 0.176
H 3.879 0.747 0.774
H 1.560 3.832 0.872
H 2.835 4.037 3.015
H -4.309 -3.102 -2.787
H -2.037 3.606 2.282
H -4.804 -1.130 -1.566
H -1.774 -2.572 -5.633
H 5.449 4.284 2.353
H -3.174 -1.440 2.234
H 2.098 -2.259 -1.541
H -3.112 -0.302 4.462
H -1.146 -3.232 2.211
H 3.590 1.647 -1.766
H -1.285 -1.097 5.979
*
```

Atomic partial charges in e from the natural (NBO) method, atoms 1 to 2: atom 1 (S): 2.5356, atom 2 (F): -0.4650

# C19H27BNO2PSr

A molecular structure, C19H27BNO2PSr in a non-equilibrium geometry (wB97M-V/def2-TZVPD, the Open Molecules 2025 dataset).

Summary:
LUMO energy (spin up / spin down)   0.12 / -0.17 eV

```
! RIJCOSX wB97M-V def2-TZVPD def2/J DEFGRID3
* xyz 0 1
Sr -1.128 1.374 1.403
P 1.141 2.967 -0.575
O -0.210 -1.446 2.051
O -2.431 -1.400 2.559
N 1.160 -2.230 -1.390
C 1.468 -1.582 -2.631
C -2.099 -0.681 -2.792
C 1.612 4.741 -0.475
C -1.710 -1.589 3.746
C -1.371 -2.056 -0.917
C -0.975 0.512 -1.014
C -0.613 3.039 -1.166
C -0.352 -1.653 3.443
C -1.153 -0.868 5.919
C -1.876 1.711 -2.938
C 0.205 -0.965 5.616
C 2.268 -2.630 -0.561
C -2.354 0.507 -3.460
C -2.146 -1.266 5.014
C 0.643 -1.379 4.348
C -1.172 1.708 -1.712
C 1.977 2.560 -2.163
C -0.098 -2.905 -1.238
C -1.456 -0.693 -1.536
B -1.501 -1.599 1.533
H 1.691 1.532 1.219
H -1.996 2.657 -3.481
H 1.722 1.052 0.644
H 1.461 1.760 -2.700
H 1.689 5.195 -1.475
H 3.013 -1.825 -0.520
H -2.916 0.493 -4.394
H -0.568 3.797 -1.954
H 0.882 5.286 0.135
H -0.003 -3.631 -0.405
H -0.264 -3.468 -2.184
H -1.445 -0.517 6.915
H -1.585 -2.158 0.428
H 2.006 3.467 -2.792
H -3.210 -1.267 5.267
H 1.913 -2.312 -3.326
H -1.246 3.471 -0.351
H 3.004 2.202 -1.985
H 2.579 4.837 0.046
H 2.196 -0.774 -2.459
H 2.757 -3.525 -0.987
H 0.976 -0.736 6.358
H -2.232 -2.655 -1.258
H 0.566 -1.150 -3.081
H 1.933 -2.856 0.461
H 1.689 -1.423 4.028
H -2.442 -1.631 -3.211
*
```

Atomic partial charges in e from the Mulliken method, atoms 1 to 2: atom 1 (Sr): 0.6573, atom 2 (P): 0.5978

What did the fourth record say?
# C19H27BNO2PSr

A molecular structure, C19H27BNO2PSr in a non-equilibrium geometry (wB97M-V/def2-TZVPD, the Open Molecules 2025 dataset).

Summary:
LUMO energy (spin up / spin down)   0.12 / -0.17 eV

```
! RIJCOSX wB97M-V def2-TZVPD def2/J DEFGRID3
* xyz 0 1
Sr -1.128 1.374 1.403
P 1.141 2.967 -0.575
O -0.210 -1.446 2.051
O -2.431 -1.400 2.559
N 1.160 -2.230 -1.390
C 1.468 -1.582 -2.631
C -2.099 -0.681 -2.792
C 1.612 4.741 -0.475
C -1.710 -1.589 3.746
C -1.371 -2.056 -0.917
C -0.975 0.512 -1.014
C -0.613 3.039 -1.166
C -0.352 -1.653 3.443
C -1.153 -0.868 5.919
C -1.876 1.711 -2.938
C 0.205 -0.965 5.616
C 2.268 -2.630 -0.561
C -2.354 0.507 -3.460
C -2.146 -1.266 5.014
C 0.643 -1.379 4.348
C -1.172 1.708 -1.712
C 1.977 2.560 -2.163
C -0.098 -2.905 -1.238
C -1.456 -0.693 -1.536
B -1.501 -1.599 1.533
H 1.691 1.532 1.219
H -1.996 2.657 -3.481
H 1.722 1.052 0.644
H 1.461 1.760 -2.700
H 1.689 5.195 -1.475
H 3.013 -1.825 -0.520
H -2.916 0.493 -4.394
H -0.568 3.797 -1.954
H 0.882 5.286 0.135
H -0.003 -3.631 -0.405
H -0.264 -3.468 -2.184
H -1.445 -0.517 6.915
H -1.585 -2.158 0.428
H 2.006 3.467 -2.792
H -3.210 -1.267 5.267
H 1.913 -2.312 -3.326
H -1.246 3.471 -0.351
H 3.004 2.202 -1.985
H 2.579 4.837 0.046
H 2.196 -0.774 -2.459
H 2.757 -3.525 -0.987
H 0.976 -0.736 6.358
H -2.232 -2.655 -1.258
H 0.566 -1.150 -3.081
H 1.933 -2.856 0.461
H 1.689 -1.423 4.028
H -2.442 -1.631 -3.211
*
```

Atomic partial charges in e from the Mulliken method, atoms 1 to 2: atom 1 (Sr): 0.6573, atom 2 (P): 0.5978